1.
Here is a structure of composition C28H68BrN3NbO6S in a non-equilibrium geometry from the OMol25 dataset. Energies are from ωB97M-V/def2-TZVPD.

ORCA input file:
```
! RIJCOSX wB97M-V def2-TZVPD def2/J DEFGRID3
* xyz -1 1
C 1.7567 0.6874 6.4568
C 0.6931 1.1347 5.6446
Nb -0.2149 -0.3712 4.1634
C 1.9152 -1.0289 3.6399
Br -0.4556 -2.0796 6.1548
C -2.3033 0.4092 4.6753
C -3.4636 -0.6646 4.5746
C -4.8035 0.0436 5.1206
C -6.0150 -0.9094 4.7369
C -0.9526 -1.8246 2.5770
C -0.8117 -3.3741 2.9247
C -2.2344 -4.0341 3.3038
S -2.2239 -4.9882 4.8866
H 1.6380 0.5870 7.5686
H 2.7404 0.3562 6.0148
H 0.3234 2.1906 5.7651
H -0.1410 0.9605 2.9010
H 2.3855 -1.7311 4.3783
H 1.8439 -1.5296 2.6203
H 2.5385 -0.0986 3.4522
H -2.2611 0.7229 5.7698
H -2.5224 1.3584 4.0966
H -3.7141 -0.9810 3.5257
H -3.2630 -1.5242 5.2727
H -4.7141 0.2530 6.2213
H -4.9314 0.9918 4.5153
H -6.9160 -0.5817 5.3215
H -5.6952 -1.9661 4.9358
H -6.2696 -0.8024 3.6492
H -2.0094 -1.6274 2.2122
H -0.3001 -1.6507 1.6612
H -0.5181 -3.8881 1.9540
H -0.0048 -3.6260 3.6576
H -2.5201 -4.7653 2.4898
H -2.9841 -3.2036 3.2626
H -0.9566 -5.4688 5.1626
C -6.4641 -6.5025 -2.7079
O -7.1825 -6.3936 -1.4938
C -7.7405 -7.6176 -1.0245
C -6.9339 -8.2098 0.1323
N -5.6423 -8.7281 -0.3105
C -4.6524 -8.9427 0.7522
C -4.3345 -7.8050 1.7347
O -3.5879 -6.7267 1.1921
C -4.3271 -5.8539 0.3561
H -6.3475 -5.4991 -3.1186
H -5.4651 -6.9201 -2.5592
H -7.0048 -7.1106 -3.4405
H -7.8797 -8.3396 -1.8354
H -8.7337 -7.3687 -0.6387
H -7.5057 -9.0235 0.5903
H -6.8201 -7.4173 0.8775
H -5.2395 -8.0944 -0.9871
H -3.7195 -9.2220 0.2557
H -4.9702 -9.8177 1.3328
H -3.6921 -8.2307 2.5113
H -5.2202 -7.4315 2.2594
H -5.3359 -5.6750 0.7335
H -4.3532 -6.2523 -0.6587
H -3.8011 -4.8996 0.3125
C 3.7917 6.1649 0.2684
O 3.8302 5.2654 -0.8240
C 5.1266 4.7507 -1.1200
C 5.3003 3.3139 -0.6253
N 5.3779 3.2423 0.8306
C 5.1438 1.9127 1.4092
C 3.8849 1.1249 1.0162
O 2.6689 1.6225 1.5485
C 2.1772 2.7923 0.9254
H 2.8504 6.7133 0.2173
H 3.8234 5.6465 1.2295
H 4.6118 6.8889 0.2205
H 5.9201 5.4077 -0.7501
H 5.2031 4.7337 -2.2121
H 6.2182 2.8954 -1.0515
H 4.4551 2.7397 -1.0163
H 4.7058 3.8796 1.2352
H 5.1261 2.0448 2.4939
H 6.0205 1.2921 1.1853
H 3.9931 0.1246 1.4470
H 3.7955 0.9707 -0.0654
H 2.3213 2.7766 -0.1576
H 2.6467 3.6708 1.3706
H 1.1086 2.8604 1.1309
C 2.4844 5.7745 -4.2658
O 2.6201 6.8328 -5.1996
C 3.9015 7.4529 -5.2038
C 4.7484 7.0088 -6.3973
N 5.1890 5.6223 -6.2686
C 5.6506 4.9916 -7.5098
C 4.7587 5.0362 -8.7602
O 3.6051 4.2087 -8.7130
C 2.5522 4.6953 -7.8974
H 1.4201 5.5797 -4.1311
H 2.9498 4.8511 -4.6212
H 2.9078 6.0410 -3.2923
H 4.4275 7.3088 -4.2549
H 3.7181 8.5263 -5.3123
H 5.6282 7.6560 -6.4756
H 4.1380 7.1604 -7.2926
H 4.4337 5.0622 -5.8971
H 5.8379 3.9410 -7.2736
H 6.6226 5.4310 -7.7666
H 5.3572 4.6403 -9.5867
H 4.4870 6.0552 -9.0563
H 2.4330 5.7774 -7.9782
H 2.7207 4.3965 -6.8632
H 1.6252 4.2216 -8.2216
*
```

Summary:
LUMO energy ... 2.0 eV
HOMO-LUMO gap ... 0.217 Eh
HOMO energy ... -3.880 eV
F_max ... 0.060 hartree/bohr

2.
Here is a cluster of 3 separate species, C28H68ClFIN9O4P3S in total in a non-equilibrium geometry from the OMol25 dataset. Energies are from ωB97M-V/def2-TZVPD.

ORCA input file:
```
! RIJCOSX wB97M-V def2-TZVPD def2/J DEFGRID3
* xyz 1 1
C 2.0064 -1.0966 3.6719
C 2.0420 -2.0744 2.4205
O 2.0881 -1.4196 1.1380
C 0.9107 -0.6809 0.8568
C -0.0007 -1.3590 -0.2823
O -0.8239 -2.3385 0.3782
C -2.2049 -2.0905 0.3420
I -2.8222 -2.1503 -1.7982
C -2.6995 -0.6881 0.8705
N -3.0850 -0.6714 2.3341
C -3.5304 0.7205 2.5737
C -3.0655 1.1130 4.0594
C -1.4673 1.1848 4.1787
Cl -1.0584 2.8393 4.8931
C -4.1342 -1.6938 2.5154
C -5.0080 -1.5784 3.8122
C -6.4590 -2.2586 3.6786
F -4.3369 -2.0526 4.9923
C -3.3587 -3.1089 2.3682
C -4.2493 -4.3950 2.5856
C -4.5464 -4.9245 4.0145
C -3.5486 -5.1718 5.2069
N -5.7898 -5.2441 4.2399
P -1.7760 -2.9899 3.3959
S -0.7959 -4.6917 3.1854
N -2.8781 -3.2783 0.9330
H 1.1250 -1.4260 4.3148
H 1.7398 -0.0414 3.3476
H 2.9214 -1.1196 4.3170
H 3.0015 -2.6716 2.5017
H 1.1613 -2.7758 2.4238
H 0.2232 -0.5205 1.7350
H 1.2002 0.3319 0.4293
H 0.6774 -1.9208 -0.9957
H -0.5355 -0.5051 -0.7753
H -2.0227 0.1749 0.6052
H -3.6738 -0.4665 0.3187
H -4.6502 0.8508 2.5506
H -3.0850 1.5033 1.9070
H -3.4088 0.3755 4.8338
H -3.4795 2.1172 4.3428
H -1.0643 0.4438 4.9329
H -0.9421 1.0386 3.1966
H -4.8674 -1.6769 1.6326
H -5.2774 -0.5154 4.0948
H -6.6269 -2.8749 4.5980
H -6.5975 -2.8053 2.7115
H -7.2597 -1.4531 3.6961
H -5.2204 -4.2440 2.0153
H -3.7315 -5.2435 2.0237
H -4.0268 -5.7422 6.0643
H -3.1280 -4.2373 5.6723
H -2.7364 -5.8727 4.8330
H -5.9027 -5.5912 5.1952
H -0.8893 -1.9658 2.9077
H -1.9751 -2.7253 4.7762
H -2.2493 -4.0965 0.8223
H -3.7360 -3.4919 0.3899
O 6.1647 2.4580 2.6654
P 5.8393 2.3113 1.1671
N 6.1265 0.6317 1.1307
C 7.3272 -0.1035 0.8144
C 5.1176 -0.2169 1.7513
N 7.1161 3.3433 0.6528
C 8.2251 3.0296 -0.2314
C 7.6226 4.2971 1.6535
N 5.3127 2.2255 -0.5455
C 3.8677 2.4856 -0.6306
C 5.6452 1.2199 -1.5371
H 7.0886 -0.9210 0.1180
H 7.7963 -0.5431 1.7011
H 8.0791 0.4924 0.3073
H 4.3063 -0.4270 1.0442
H 4.6815 0.2644 2.6318
H 5.5225 -1.1754 2.0865
H 8.9493 2.3551 0.2351
H 8.7746 3.9361 -0.5001
H 7.9054 2.6313 -1.1919
H 8.2992 3.8060 2.3613
H 6.7981 4.7417 2.2130
H 8.1520 5.1267 1.1839
H 3.2882 1.6296 -0.2594
H 3.5546 2.6996 -1.6575
H 3.6023 3.3593 -0.0249
H 5.1109 0.2749 -1.3710
H 6.7066 0.9991 -1.5972
H 5.3668 1.5839 -2.5320
O -3.1580 1.5001 -4.1079
P -1.8590 1.4988 -4.9391
N -1.9635 3.1461 -5.3591
C -2.5546 3.7793 -6.5144
C -1.6565 4.1107 -4.3101
N -2.4383 0.3526 -6.0865
C -2.5786 0.5084 -7.5247
C -3.5449 -0.5065 -5.6411
N -0.2719 1.4200 -5.7698
C 0.7964 1.2237 -4.7763
C 0.2409 2.2919 -6.8115
H -1.8585 4.5252 -6.9242
H -3.4941 4.2896 -6.2787
H -2.7504 3.0930 -7.3317
H -0.5738 4.2850 -4.2532
H -1.9931 3.7554 -3.3324
H -2.1392 5.0763 -4.4760
H -3.3895 1.1929 -7.7901
H -2.8146 -0.4493 -7.9971
H -1.6556 0.8125 -8.0124
H -4.5014 0.0255 -5.6841
H -3.3804 -0.8390 -4.6155
H -3.6228 -1.4104 -6.2463
H 0.9800 2.1415 -4.2047
H 1.7340 0.9128 -5.2463
H 0.5153 0.4362 -4.0669
H 0.5416 3.2741 -6.4253
H -0.4547 2.4518 -7.6298
H 1.1252 1.8336 -7.2664
*
```

Summary:
LUMO energy ... -3.6 eV
HOMO-LUMO gap ... 0.206 Eh
HOMO energy ... -9.199 eV
F_max ... 0.144 hartree/bohr

3.
Here is a cluster of 3 separate species, C28H68F2N6O6P2 in total in a non-equilibrium geometry from the OMol25 dataset. Energies are from ωB97M-V/def2-TZVPD.

ORCA input file:
```
! RIJCOSX wB97M-V def2-TZVPD def2/J DEFGRID3
* xyz 0 1
C -3.9576 3.3697 5.0576
C -3.8280 3.5193 3.5467
O -2.6334 2.9293 3.0612
C -1.8218 3.7161 2.1806
C -2.6535 4.0061 0.8930
C -2.7623 5.4450 0.4160
F -3.4927 5.4581 -0.7707
C -1.3837 5.0223 2.8776
C -0.9060 4.9151 4.3333
C -1.0290 6.2532 5.0549
C -0.7148 6.1774 6.5394
O 0.6139 5.7689 6.7844
C 0.7987 4.4204 7.1661
C -0.5877 2.8167 1.8014
C -1.0620 1.4329 1.3374
C 0.0067 0.3500 1.0610
O 1.3456 0.8231 0.9942
O 0.3236 2.7090 2.8808
C 0.0060 1.8427 3.9464
C 0.2227 3.6049 0.6926
C 0.2556 3.0109 -0.7100
F 1.5512 3.7589 1.0815
H -3.4699 4.1673 5.6139
H -5.0097 3.2889 5.3305
H -3.5055 2.4150 5.3354
H -4.6687 2.9733 3.1017
H -3.9708 4.5571 3.2365
H -2.2750 3.4378 0.0442
H -3.6768 3.6503 1.0174
H -3.3330 6.0479 1.1264
H -1.8028 5.9417 0.2661
H -0.5897 5.5193 2.3200
H -2.2266 5.7179 2.8853
H -1.3856 4.1023 4.8753
H 0.1572 4.6767 4.2983
H -0.3012 6.9404 4.6095
H -2.0043 6.7294 4.9001
H -0.8257 7.1771 6.9700
H -1.4473 5.5427 7.0545
H 1.4422 4.3951 8.0490
H 1.3112 3.8651 6.3762
H -0.1436 3.9327 7.4259
H -1.7011 1.5058 0.4599
H -1.7210 1.0428 2.1140
H -0.0678 -0.4402 1.8101
H -0.2236 -0.1387 0.1107
H 1.8457 0.4187 1.6980
H 0.8120 1.9523 4.6729
H -0.0156 0.7896 3.6472
H -0.9333 2.0772 4.4461
H -0.1566 4.6230 0.6180
H 1.0896 2.3197 -0.8043
H -0.6653 2.5201 -1.0162
H 0.4307 3.8177 -1.4251
C -1.4087 -5.5887 2.6766
N -1.5024 -5.1101 1.3055
C -2.5255 -4.0765 1.1794
P -0.0977 -4.6664 0.4579
O 0.4029 -3.3736 0.9621
N 1.1545 -5.7740 0.7696
C 0.9598 -7.1152 1.2769
C 2.4253 -5.2137 1.2139
N -0.4863 -5.1724 -1.1026
C -0.1425 -4.1794 -2.1336
C -1.7491 -5.8348 -1.4162
H -2.4122 -5.8442 3.0236
H -0.9836 -4.8465 3.3653
H -0.8242 -6.4959 2.7391
H -2.6519 -3.7882 0.1340
H -2.2747 -3.1720 1.7457
H -3.4837 -4.4637 1.5313
H 0.8781 -7.1446 2.3688
H 1.8117 -7.7411 0.9979
H 0.0715 -7.5780 0.8427
H 2.4446 -4.9986 2.2902
H 2.6478 -4.2902 0.6884
H 3.2177 -5.9318 0.9901
H -0.8286 -3.3247 -2.1336
H -0.1591 -4.6313 -3.1239
H 0.8670 -3.8002 -1.9692
H -2.6185 -5.1676 -1.4108
H -1.9407 -6.6563 -0.7338
H -1.6474 -6.2467 -2.4219
C 1.6425 0.5408 -5.0738
N 2.5314 -0.6110 -5.0109
C 2.9283 -0.8910 -3.6323
P 2.1257 -2.0447 -5.8208
O 1.0428 -2.7362 -5.0959
N 1.4819 -1.7002 -7.3545
C 1.6664 -0.4513 -8.0631
C 0.1977 -2.3124 -7.6767
N 3.6558 -2.5725 -6.3189
C 3.8837 -4.0063 -6.0964
C 4.8671 -1.8046 -6.0389
H 2.0986 1.3601 -4.5146
H 0.6497 0.3432 -4.6490
H 1.5233 0.8929 -6.0889
H 3.6642 -1.6971 -3.6010
H 2.0792 -1.1913 -3.0084
H 3.3937 -0.0052 -3.1970
H 0.9421 0.3129 -7.7627
H 1.5399 -0.6157 -9.1364
H 2.6750 -0.0592 -7.9197
H -0.6552 -1.7530 -7.2717
H 0.1419 -3.3254 -7.2905
H 0.0984 -2.3571 -8.7635
H 4.0443 -4.2503 -5.0397
H 4.7557 -4.3342 -6.6624
H 3.0251 -4.5803 -6.4487
H 5.1875 -1.8393 -4.9920
H 4.7466 -0.7663 -6.3283
H 5.6628 -2.2354 -6.6500
*
```

Summary:
LUMO energy ... 0.6 eV
HOMO-LUMO gap ... 0.331 Eh
HOMO energy ... -8.349 eV
SMILES ... CCO[C@@](CCF)(CCCCOC)[C@](CCO)(OC)[C@H](C)F.CN(C)P(=O)(N(C)C)N(C)C.CN(C)P(=O)(N(C)C)N(C)C
ΔE to the lowest compared entry with this formula, charge and spin ... 0.0 kJ/mol
F_max ... 0.062 hartree/bohr

Look up the HOMO-LUMO gap of the first one.
0.217 Eh

Which of these has the lowest HOMO energy?
C28H68ClFIN9O4P3S